Entry 1:
The following is a quantum chemistry calculation of a 2-piece molecular cluster, C21H30F5N5O4PS overall at a distorted geometry, from the Open Molecules 2025 dataset.

Output
charge: 0
LUMO level: -0.88 eV
spin multiplicity: 2
energy: -2631.722226 Ha
<S²>: 0.7541

Last column: Mulliken spin population.
CARTESIAN COORDINATES (ANGSTROEM)
C (-7.961335, 0.759794, -0.833535)  0.00
P (-4.054133, 3.486690, 0.077587)  0.00
H (5.393423, 0.428985, -1.139455)  0.00
H (2.989100, -2.369505, 3.674684)  0.00
F (-8.451278, 0.191261, -1.929101)  0.00
N (-4.263842, -1.302406, -3.664368)  0.00
H (1.226450, -2.843170, -1.156679)  0.00
H (-5.266296, 5.215201, -0.220838)  0.00
H (-0.370227, -2.367590, -0.625251)  0.00
C (-7.229386, -0.305543, 0.035719)  0.00
H (6.578022, -0.096641, 0.039298)  0.00
C (0.282100, -2.432816, -1.492525)  0.00
C (-5.324116, 1.575214, -1.583109)  0.00
H (4.266587, -3.570174, 3.554123)  0.00
H (3.111139, -3.381177, 2.230898)  0.00
N (-4.444428, 4.818386, -0.658369)  0.00
O (-7.455827, 2.722010, -2.534697)  0.00
C (-4.137893, 1.989736, -0.997435)  0.00
C (-4.213245, -0.210565, -2.788146)  0.00
H (5.167459, -3.154057, 0.687134)  -0.01
N (-1.774749, 1.627098, -0.706626)  0.00
H (2.943988, 0.674068, -0.498437)  0.00
O (-7.011248, 3.096036, -0.131788)  0.00
H (4.631224, -0.639203, 4.132312)  0.00
C (3.540763, 1.195082, 0.247530)  -0.02
N (-1.877175, -0.574980, -2.458594)  0.00
C (-0.745685, 0.908879, -0.993000)  0.00
F (-6.593274, -1.185231, -0.711959)  0.00
C (-2.956267, 1.250217, -1.284078)  0.00
H (4.053281, 2.021795, -0.243193)  0.00
H (-4.647433, -1.020625, -4.554960)  0.00
F (-6.377622, 0.280851, 0.857514)  0.00
C (5.315721, 1.014750, 1.976719)  0.03
C (0.456551, -1.032424, -2.125204)  0.00
H (0.311409, 1.418877, 0.487548)  0.00
H (1.336365, -0.542166, -1.741281)  0.00
H (-6.292034, 0.213638, -2.945954)  0.00
C (4.632094, -1.837990, 2.341691)  0.01
C (5.361401, -1.039241, 3.421736)  0.03
C (-0.776638, -0.222049, -1.874870)  0.00
H (-0.213592, -3.101148, -2.183442)  0.00
C (3.685971, -2.843837, 2.986455)  -0.01
H (-3.347718, -1.712483, -3.779043)  0.00
H (4.592045, 1.531607, 2.615502)  0.00
H (2.865022, 1.624621, 0.984682)  0.00
N (3.849997, -0.922223, 1.455707)  0.36
H (6.077392, -3.437687, 2.167222)  0.00
C (5.529987, -0.182956, -0.249032)  0.02
O (0.448458, 1.219369, -0.445285)  0.00
F (-8.128716, -0.964512, 0.765006)  0.00
H (6.006688, -1.714937, 3.986673)  0.00
C (5.650902, -2.661819, 1.532146)  0.02
C (6.184202, 0.116401, 2.853887)  -0.02
F (-8.963828, 1.249655, -0.107269)  0.00
H (5.348591, -1.209252, -0.561468)  -0.01
H (6.601199, 0.704297, 3.673480)  0.00
C (-5.358982, 0.499596, -2.487163)  0.00
O (2.739680, -0.572580, 2.017202)  0.56
H (6.485543, -2.075413, 1.154531)  0.00
H (-2.734584, 3.528476, 0.528907)  0.00
S (-6.926311, 2.266067, -1.288400)  0.00
H (0.527414, -1.174317, -3.197678)  0.00
H (7.038795, -0.262429, 2.286784)  0.00
C (-2.992765, 0.160108, -2.168982)  0.00
H (5.926666, 1.790429, 1.510545)  0.00
C (4.560582, 0.259891, 0.879997)  0.02
H (-4.825584, 3.124065, 1.197994)  0.00

Forces on atoms 1 to 6 (eV/Å):
C 0.6 0.1 0.4
P -0.4 0.8 -0.5
H 0.0 0.1 0.1
H 0.0 0.0 -0.1
F -0.2 -0.2 -0.4
N 0.1 0.5 0.2

=====

Entry 2:
The following is a quantum chemistry calculation of C21H30Ge2INS4SbW as an isolated structure at a distorted geometry, from the Open Molecules 2025 dataset.

Output
energy relative to the best compared isomer or geometry (same formula, charge and spin): 97.8 kcal/mol
charge: +1
LUMO level: -5.70 eV
energy: -7224.313916 Ha

Last column: natural (NBO) charge in e.
CARTESIAN COORDINATES (ANGSTROEM)
H (3.747807, -1.233953, -1.534705)  0.20
C (1.053282, 0.008421, 1.133325)  -0.44
C (3.540858, 0.348184, 0.860624)  -0.23
S (-1.403067, 2.037581, -0.010581)  -0.08
C (-2.042854, 0.800281, -3.498051)  0.04
H (3.089753, -2.227315, -0.246438)  0.22
H (-2.081115, 0.492601, -6.787003)  0.25
C (3.018053, -2.011618, -1.312516)  -0.60
C (-1.837648, 1.964484, 3.854796)  -0.62
H (6.086995, 0.106090, 3.076025)  0.23
H (-1.131491, -2.346469, -3.664780)  0.25
C (-2.797410, 1.457109, 2.770755)  -0.84
C (4.838475, 0.391377, 1.356773)  -0.19
C (-1.412625, -1.370636, -4.030710)  0.06
H (-1.524278, 1.173682, 4.535681)  0.21
H (-3.132602, 2.305062, 2.167186)  0.23
C (-1.960873, 0.268444, -5.734438)  -0.11
C (-2.235602, 1.247432, -4.791956)  -0.21
H (1.925959, -0.617098, 3.659571)  0.21
H (-1.392113, -1.784357, -6.113479)  0.25
S (-6.032152, -0.795295, 1.395956)  -0.46
H (-3.686396, 0.978652, 3.190235)  0.24
C (5.079814, 0.080166, 2.682035)  -0.20
H (-2.588994, 2.237387, -5.033424)  0.27
H (2.900638, 2.139236, -1.423457)  0.22
H (-0.943211, 2.411283, 3.416189)  0.22
C (2.509575, 1.613909, -2.292387)  -0.62
H (0.954797, -2.507154, -1.588073)  0.23
Ge (0.685879, -0.127395, -0.802345)  1.49
H (-1.802436, -2.366772, 1.950262)  0.23
C (-1.563616, -1.031718, -5.356434)  -0.20
H (-2.835877, -0.900854, 4.484950)  0.21
H (0.664753, 0.862531, -3.093617)  0.22
C (1.590748, -1.629834, -1.725356)  -0.86
H (4.192323, -0.535027, 4.537946)  0.22
C (-2.160811, -1.583076, 3.967212)  -0.62
I (-4.000227, 2.895387, -2.019341)  -0.15
H (-1.133591, -1.315259, 4.213976)  0.20
C (2.727531, -0.314991, 2.999060)  -0.22
C (-2.422926, -1.633903, 2.459817)  -0.81
H (1.556065, -1.381863, -2.790701)  0.21
C (1.019318, 1.283219, -2.152822)  -0.82
S (-4.332387, -0.604818, -1.854687)  -0.35
H (3.381434, 0.588877, -0.179835)  0.20
N (-1.643167, -0.373011, -3.157652)  -0.47
H (0.223376, 0.064420, 3.041852)  0.23
H (-3.472964, -1.839419, 2.255385)  0.23
H (-2.332181, -2.574217, 4.392557)  0.24
Ge (-1.923524, 0.111935, 1.616240)  1.32
H (2.630566, 2.280290, -3.147862)  0.23
H (-2.323654, 2.734551, 4.455636)  0.23
H (0.470822, 2.197141, -1.947870)  0.23
C (2.461943, 0.008410, 1.663489)  0.00
C (4.014880, -0.278673, 3.501725)  -0.19
H (3.124536, 0.734001, -2.480828)  0.21
Sb (-4.663200, 0.451749, 0.237987)  1.17
H (3.330945, -2.908786, -1.849393)  0.22
W (-2.322547, 0.644647, -1.459583)  0.34
S (-1.355226, -1.326365, -0.474944)  -0.29
H (5.655650, 0.665286, 0.702043)  0.22
C (0.014001, 0.036080, 1.975951)  -0.62

Forces on atoms 1 to 6 (eV/Å):
H 0.0 0.0 0.0
C 0.2 0.2 0.5
C 0.1 0.1 -0.1
S -0.1 0.1 -0.9
C -0.3 1.7 0.2
H 0.0 0.0 0.0

=====

Entry 3:
The following is a quantum chemistry calculation of a 2-piece molecular cluster, C21H30N2O7 overall at a distorted geometry, from the Open Molecules 2025 dataset.

Output
charge: -1
LUMO level (alpha / beta): 1.20 / 1.20 eV
spin multiplicity: 2
energy: -1454.306931 Ha
<S²>: 0.7540

Last column: Mulliken spin population.
CARTESIAN COORDINATES (ANGSTROEM)
C (-0.927610, -2.439266, 1.063962)  0.02
H (1.501097, 5.628755, 0.820099)  0.00
H (-2.249099, -2.493933, 2.807039)  0.00
H (0.176797, -0.555839, -1.308574)  -0.02
O (-2.248920, -1.205985, -3.961937)  0.00
C (-1.456889, 5.677844, 3.305184)  0.00
H (1.700876, 1.028805, 1.503259)  0.01
C (0.669361, 5.657873, 1.507623)  0.00
H (1.403571, -4.005109, -2.473379)  0.00
C (1.994930, -0.015254, 1.567081)  -0.01
H (-2.369178, -2.395296, -0.590532)  0.00
H (1.891172, -0.309190, 2.610016)  -0.01
C (1.074344, -0.882336, 0.681467)  0.00
C (0.517196, 4.661826, 2.453108)  0.00
H (-1.952944, -0.776111, 0.026359)  0.00
C (-0.323167, -2.782602, -2.574166)  0.00
H (-0.612959, 3.848988, 4.075087)  0.00
H (-2.284882, 5.684851, 4.000851)  0.00
H (0.062923, -4.345173, 0.980080)  0.00
C (-0.421332, 0.297860, -4.352659)  0.00
N (-0.022135, -1.368318, 1.549234)  0.40
H (-2.181446, 1.574342, -4.487127)  0.00
H (-0.912054, -4.000254, -0.395996)  0.00
O (1.454943, -5.619105, -0.409807)  0.00
O (2.413182, 3.594406, 1.691524)  0.00
H (-0.244041, 0.656826, -0.092422)  0.00
O (-0.625203, -0.455029, 2.211032)  0.51
C (0.556379, 0.008538, -0.456192)  0.06
C (-1.494623, -3.114747, 2.326605)  0.01
O (1.325828, 2.690128, 3.316746)  0.00
H (-2.059211, 7.485583, 2.322687)  0.00
O (-0.141938, -2.016830, -3.818013)  0.00
C (1.049291, -3.085218, -2.006161)  0.00
C (-1.285952, 1.466344, -3.877853)  0.00
H (-0.305714, 0.355764, -5.439030)  0.00
C (-1.050242, -1.038699, -4.020835)  0.00
C (-0.528607, 4.649804, 3.355968)  0.00
H (1.371151, 0.647879, -0.800077)  0.00
C (1.152036, -3.250223, -0.456997)  -0.02
N (1.500466, 3.559328, 2.493413)  0.00
H (-0.872253, -3.684057, -2.842261)  0.00
H (2.641354, -1.684700, -0.512220)  0.00
H (1.725544, -2.298812, -2.347235)  0.00
H (-3.016096, -1.826672, 0.923287)  -0.01
C (-0.266605, 6.679304, 1.466753)  0.00
O (3.281193, -4.338088, -0.168905)  0.00
H (-0.716860, 2.395645, -3.925076)  0.00
H (-1.597172, 1.317838, -2.843584)  0.00
H (-0.167865, 7.466249, 0.731384)  0.00
C (2.067990, -4.542513, -0.307405)  0.00
C (-0.179894, -3.551236, 0.275297)  0.01
H (-0.686163, -3.269941, 3.043438)  -0.01
H (2.457854, -2.455723, 1.035435)  0.00
C (-1.327831, 6.688920, 2.362291)  0.00
H (-0.928894, -2.171789, -1.914769)  0.00
C (1.894346, -2.071727, 0.182468)  0.02
H (-1.905024, -4.090380, 2.064918)  0.00
H (3.029501, -0.131957, 1.247466)  0.00
C (-2.123838, -1.815345, 0.296110)  0.04
H (0.573318, 0.363756, -3.914058)  0.00

Forces on atoms 1 to 6 (eV/Å):
C -0.2 -0.5 0.2
H 0.0 -0.1 0.0
H 0.0 0.0 0.0
H 0.0 0.0 0.0
O 0.6 0.1 0.3
C 0.0 0.0 0.0